Density functional theory data (wB97M-V/def2-TZVPD) for 6 unconnected molecules or ions with the total composition H11O6.

Bonds (Å) are listed after each position.
Element x y z (Å)
1 O 0.5773 -0.0673 -0.5677  H2 0.953
2 H 0.3155 0.4338 -1.3352  O1 0.953
3 O -1.2425 -1.7939 -0.0667  H4 0.963, H5 1.019
4 H -1.1462 -2.6452 0.3725  O3 0.963
5 H -0.3674 -1.2721 -0.0512  O3 1.019
6 O 2.7976 -1.3743 -0.4470  H7 0.961, H8 1.014
7 H 3.4937 -0.7659 -0.1860  O6 0.961
8 H 1.9306 -0.8862 -0.2535  O6 1.014
9 O 1.8094 4.3765 1.7777  H10 0.952, H11 0.974
10 H 2.4751 3.7097 1.9138  O9 0.952
11 H 0.9889 3.8546 1.7309  O9 0.974
12 O -0.6020 2.4177 0.5031  H13 0.991, H14 0.970
13 H -0.4270 1.5140 0.1362  O12 0.991
14 H -1.4528 2.4814 0.0411  O12 0.970
15 O -3.4533 -3.2990 -1.0322  H16 0.968, H17 0.981
16 H -3.0607 -3.8960 -1.6857  O15 0.968
17 H -2.6362 -2.7876 -0.8501  O15 0.981

* energy above the lowest of the compared OMol25 structures with the same formula, charge and spin: 1.082 eV
* highest occupied orbital energy: -4.96 eV
* E_LUMO: 3.8 eV
* multiplicity: 1
* net charge: -1